Density functional theory data (ωB97M-V/def2-TZVPD) for an isolated molecule of C5H4N2 at a distorted geometry.

The geometry in XYZ format:
```
11
Properties=species:S:1:pos:R:3
C 0.273 1.300 -1.465
C 0.504 1.977 -2.503
H 1.239 1.225 1.416
H 0.304 -0.842 2.485
N 0.141 -0.620 1.498
C 0.574 0.531 0.926
H -0.196 -1.061 -1.505
C 0.063 0.517 -0.379
C -0.654 -0.781 -0.509
H -1.722 -0.783 -0.753
N -0.526 -1.462 0.788
```

Kohn-Sham gap (spin up / spin down): 7.11 / 7.14 eV
Energy: -302.2095 a.u.
Energy relative to the best compared isomer or geometry (same formula, charge and spin): 574.4 kJ/mol
E_HOMO (spin up / spin down): -8.617 / -8.624 eV

---

Density functional theory data (ωB97M-V/def2-TZVPD) for a cluster of 2 separate species, C6H12N3S in total at a distorted geometry.

The geometry in XYZ format:
```
22
Properties=species:S:1:pos:R:3
N -1.907 -0.208 0.135
H -3.385 2.044 -1.428
C -4.044 -0.478 0.013
H -2.329 2.350 -0.252
H 0.743 -2.145 1.597
N -3.050 0.428 -0.124
H 2.095 -0.151 -2.976
C 2.000 -0.620 -1.983
C 1.509 -1.621 0.863
H 1.266 -1.454 -2.142
H 0.869 0.510 1.397
N -3.580 -1.679 0.274
H 2.959 -1.014 -1.424
C -2.262 -1.482 0.327
S 1.295 0.573 -0.823
C -3.198 1.770 -0.434
H 2.445 -1.483 1.521
H -1.589 -2.344 0.723
C 1.236 -0.209 0.686
H -3.921 2.214 0.202
H -5.102 -0.360 -0.226
H 1.878 -2.235 0.066
```

Kohn-Sham gap: 7.19 eV
Energy: -797.9337 a.u.
Energy relative to the best compared isomer or geometry (same formula, charge and spin): 253.2 kJ/mol
E_HOMO: -12.848 eV
Total charge: +1

---

Density functional theory data (ωB97M-V/def2-TZVPD) for the ion C2H5N2O with charge +1 at a distorted geometry.

The geometry in XYZ format:
```
10
Properties=species:S:1:pos:R:3
H 2.508 1.383 -0.206
H -1.974 -1.313 -0.263
H -1.277 -0.505 1.350
C 2.300 0.326 0.044
H -2.512 0.628 -0.807
O -1.890 0.739 -0.132
C -1.325 -0.414 0.204
H 2.963 -0.410 0.234
N 0.081 -0.382 -0.361
N 1.126 -0.052 -0.062
```

Kohn-Sham gap (spin up / spin down): 8.12 / 8.41 eV
Multiplicity: 3
Energy: -263.4531 a.u.
Energy relative to the best compared isomer or geometry (same formula, charge and spin): 235.8 kJ/mol
E_HOMO (spin up / spin down): -12.865 / -16.789 eV
Total charge: +1

---

Density functional theory data (ωB97M-V/def2-TZVPD) for a cluster of 2 separate species, C6H10N2O3S in total at a distorted geometry.

The geometry in XYZ format:
```
22
Properties=species:S:1:pos:R:3
H 0.347 2.465 0.704
H 1.452 -1.829 -0.738
C -0.492 -0.596 -0.956
N 2.455 -1.332 -0.562
H 0.248 -1.730 1.111
O 2.471 0.468 1.200
H -1.984 2.948 0.131
C -1.544 1.904 -0.081
H -2.605 -1.223 -0.785
H -1.010 -0.830 1.812
S 2.181 0.199 -0.182
C 0.384 0.452 -0.197
O 2.777 1.036 -1.163
C -2.387 0.938 -0.506
H 2.954 -1.699 0.214
H -0.182 -0.219 -1.974
H 0.620 -0.362 1.853
C -1.912 -0.334 -0.760
H -3.483 1.091 -0.450
N -0.018 -1.130 1.885
C -0.197 1.649 0.125
O -0.075 -1.866 -0.679
```

Kohn-Sham gap (spin up / spin down): 6.65 / 6.65 eV
Energy: -967.8766 a.u.
Energy relative to the best compared isomer or geometry (same formula, charge and spin): 393.5 kJ/mol
E_HOMO (spin up / spin down): -9.176 / -9.175 eV

---

Density functional theory data (ωB97M-V/def2-TZVPD) for a structure of composition C3H6O at a distorted geometry.

The geometry in XYZ format:
```
10
Properties=species:S:1:pos:R:3
H 1.519 0.523 -0.355
H 0.500 -1.008 1.379
C 0.126 -0.972 0.358
H -0.710 -1.629 0.126
O -1.285 0.661 0.913
C 0.578 0.033 -0.576
H -1.293 2.402 0.062
C -0.789 1.383 0.079
H 1.096 -1.328 -0.404
H 0.301 -0.099 -1.615
```

Kohn-Sham gap: 9.21 eV
Energy: -192.9773 a.u.
Energy relative to the best compared isomer or geometry (same formula, charge and spin): 435.6 kJ/mol
E_HOMO: -8.068 eV

---

Density functional theory data (ωB97M-V/def2-TZVPD) for a structure of composition C51H49BN10O2P2SW.

The geometry in XYZ format:
```
117
Properties=species:S:1:pos:R:3
H -0.902 2.533 -2.376
P -1.234 0.419 2.007
N 3.983 4.014 -0.086
C -5.246 -2.621 -1.475
C 4.751 0.000 1.322
H -6.141 -3.229 -1.476
H 6.470 4.744 -1.903
N 1.106 -1.148 -0.879
N 1.945 3.019 -1.066
S 1.239 -2.299 0.286
C -2.934 -1.039 -1.482
H -2.710 -7.390 0.257
H -5.107 -2.509 0.670
C 0.823 0.720 3.906
H -1.620 1.825 6.685
N 0.816 2.569 1.401
N 2.277 0.294 -2.022
C -0.528 0.876 3.625
H -0.276 -1.731 -2.927
C -0.503 -0.194 -5.929
C -3.452 -1.100 2.857
H -4.100 -0.334 2.456
H 0.426 -6.900 -0.823
O 0.718 -1.360 1.332
H -1.298 -3.855 4.463
C 0.202 -3.652 0.038
C 5.599 4.774 -1.267
H 1.870 -4.958 -0.388
C -2.068 -1.092 2.652
C 3.987 -0.192 -3.592
H -0.245 -0.347 -6.968
H -3.464 0.921 1.308
C -0.023 -5.952 -0.555
O 2.578 -2.771 0.394
P -1.656 0.276 -1.501
H -3.125 -6.785 -1.340
H 5.597 -0.540 1.711
C -0.934 1.521 5.905
C 0.823 4.265 2.889
H -3.116 3.260 0.319
H -3.761 1.318 -1.052
C 3.426 -0.330 1.428
H 0.359 -2.047 -5.277
H -3.049 -4.528 0.004
C 2.798 -1.991 -2.533
C 0.421 1.376 6.184
C 3.919 5.379 0.013
C -1.177 -3.527 0.160
C -4.670 -2.225 -2.673
C -4.670 -2.219 -0.278
C -2.289 -7.042 -0.689
W 0.667 0.605 0.089
C -3.529 -1.434 -2.684
H 4.347 -2.270 -3.987
C -1.303 -2.084 3.274
C 1.294 0.966 5.188
H 2.346 0.840 5.406
H -5.126 -2.082 3.749
C -0.155 -1.143 -4.978
H 1.519 0.423 3.134
B 2.933 2.976 0.142
H -0.227 -2.058 3.228
C -2.594 1.555 1.472
C -1.975 -4.621 -0.089
C 0.795 -4.865 -0.317
H 2.944 4.785 2.411
N 2.648 0.605 0.815
H -2.781 2.456 -1.918
H -1.611 -2.591 0.473
C -4.055 -2.105 3.599
H 0.791 1.575 7.181
C 0.088 3.253 2.299
H 2.991 -1.161 1.945
H 5.209 6.939 -0.825
H -1.738 -7.867 -1.135
H -0.937 3.024 2.498
C -3.530 -1.434 -0.293
H -3.128 -1.132 -3.639
C -2.752 1.729 -1.106
H 2.839 4.566 -2.166
C -0.495 -0.953 -3.647
H -2.164 1.988 -3.968
C -1.216 0.933 -5.548
C 1.982 3.921 -2.049
N 2.025 3.207 1.368
C -1.170 0.202 -3.250
N 0.764 2.336 -1.116
C 2.097 -1.008 -1.864
H -5.117 -2.519 -3.614
C 0.077 2.865 -2.144
C -3.289 -3.116 4.159
H -3.759 -3.898 4.740
C -1.552 1.129 -4.217
H -1.428 2.893 0.177
N 3.517 1.563 0.344
H 2.615 -3.043 -2.362
H 0.502 4.953 3.652
H 4.743 0.168 -4.276
H -1.531 1.655 -6.290
C -1.911 -3.094 3.999
C -2.414 2.430 0.216
C 0.800 3.858 -2.766
C -1.413 -5.853 -0.449
H 5.577 1.865 0.363
H 3.143 5.881 0.564
H 0.503 4.463 -3.604
H -2.850 2.182 2.329
C -1.413 1.256 4.633
H -3.106 -1.132 0.647
C 3.762 -1.552 -3.428
N 5.008 3.652 -0.911
H 3.389 1.774 -2.945
C 4.950 5.900 -0.715
C 4.765 1.211 0.636
C 3.230 0.708 -2.860
H -2.479 1.334 4.445
C 2.055 4.191 2.274
```

Kohn-Sham gap (spin up / spin down): 5.53 / 6.08 eV
Multiplicity: 2
Energy: -3842.9293 a.u.
Energy relative to the best compared isomer or geometry (same formula, charge and spin): 154.8 kJ/mol
E_HOMO (spin up / spin down): -15.909 / -15.909 eV
Total charge: +3